{"formula": "C36H45N8O8Re", "method": "ωB97M-V with the def2-TZVPD basis set", "species": ["Re", "C", "C", "C", "C", "C", "C", "C", "C", "C", "C", "N", "C", "C", "C", "C", "C", "N", "H", "H", "H", "H", "H", "H", "H", "H", "H", "H", "H", "H", "H", "H", "H", "H", "H", "O", "C", "O", "C", "C", "N", "N", "C", "C", "O", "O", "H", "H", "H", "N", "C", "C", "C", "C", "N", "C", "N", "N", "C", "O", "O", "H", "H", "H", "H", "H", "H", "H", "H", "H", "H", "H", "H", "H", "H", "C", "C", "C", "C", "C", "C", "C", "C", "C", "C", "O", "O", "H", "H", "H", "H", "H", "H", "H", "H", "H", "H", "H"], "xyz": [[-0.67687, -1.90659, -0.67465], [3.00243, -4.27831, 2.84049], [2.78295, -3.15486, 1.82278], [2.25150, -1.89597, 2.45737], [3.06554, -1.23887, 3.37057], [2.66042, -0.06903, 3.98541], [1.43404, 0.47542, 3.66464], [0.58215, -0.15965, 2.76940], [-0.77816, 0.43415, 2.55404], [-0.70191, 1.79983, 1.86916], [0.98711, -1.35406, 2.15989], [0.10663, -2.12185, 1.35100], [-0.23127, -3.27815, 1.87334], [-0.94591, -4.19997, 1.11304], [-1.38415, -5.52147, 1.31688], [-1.98083, -5.91566, 0.12956], [-1.89600, -4.82864, -0.75076], [-1.27967, -3.80293, -0.17038], [3.44872, -5.13724, 2.34492], [2.06334, -4.58463, 3.29687], [3.67563, -3.96202, 3.63269], [2.11510, -3.51408, 1.03791], [3.74788, -2.91275, 1.36880], [4.03286, -1.65750, 3.60515], [3.30068, 0.40737, 4.70965], [1.10228, 1.38382, 4.14665], [-1.27454, 0.54959, 3.52159], [-1.37974, -0.24822, 1.96221], [-0.10551, 2.48840, 2.46249], [-1.70383, 2.20831, 1.75361], [-0.24544, 1.69636, 0.89028], [0.06856, -3.50771, 2.88955], [-1.27409, -6.09405, 2.21661], [-2.43010, -6.86397, -0.09528], [-2.26043, -4.77823, -1.75973], [0.88568, -4.59040, -5.76478], [1.91303, -4.52938, -4.94865], [3.00194, -4.96044, -5.22657], [1.70233, -3.85497, -3.62619], [2.71530, -3.59261, -2.71049], [2.17735, -2.96299, -1.66239], [0.86740, -2.77658, -1.84617], [0.55211, -3.31360, -3.03117], [-0.86874, -3.14882, -3.47932], [-1.23359, -3.56624, -4.57139], [-1.58398, -2.51283, -2.64835], [0.02407, -4.22694, -5.40954], [3.75556, -3.83495, -2.78751], [2.61620, -2.36977, -0.94440], [-2.31604, -0.13660, -2.07800], [-3.02231, 0.66924, -1.13889], [-4.46108, 1.06999, -1.54154], [-4.71341, 2.57392, -1.44388], [-4.45831, 3.12592, -0.03896], [-3.21412, 3.88662, 0.00146], [-2.76481, 4.55905, 1.04574], [-3.39608, 4.50401, 2.21830], [-1.67718, 5.32754, 0.91560], [-3.06346, -0.08851, 0.24120], [-3.73904, 0.41976, 1.12316], [-2.36476, -1.13291, 0.34861], [-1.82759, 0.36008, -2.80669], [-2.85741, -0.90059, -2.46408], [-2.41907, 1.56269, -0.93136], [-5.17020, 0.55470, -0.89314], [-4.64931, 0.75094, -2.56790], [-5.74995, 2.76941, -1.71552], [-4.08528, 3.09719, -2.16956], [-4.39248, 2.28444, 0.66448], [-5.27630, 3.78779, 0.25392], [-2.70065, 3.95213, -0.86653], [-4.14438, 3.84735, 2.37029], [-3.04139, 5.00269, 3.01588], [-1.17765, 5.39000, 0.04431], [-1.28509, 5.81272, 1.70323], [2.90022, 5.83338, -0.27847], [2.56842, 4.38611, -0.45316], [1.61147, 3.94615, -1.35534], [1.30927, 2.59920, -1.49332], [0.30465, 2.19469, -2.53188], [1.97054, 1.65579, -0.69468], [3.01111, 2.07774, 0.14845], [3.87229, 1.12653, 0.90721], [3.26829, 3.43283, 0.26878], [1.53995, 0.22206, -0.67021], [2.33061, -0.69354, -0.43276], [0.28591, 0.01524, -0.86010], [2.14292, 6.48233, -0.71030], [3.84859, 6.05272, -0.76644], [3.01940, 6.06907, 0.77705], [1.10521, 4.66573, -1.98538], [0.25062, 2.94097, -3.32292], [-0.67926, 2.09281, -2.07646], [0.56721, 1.23697, -2.97528], [3.27442, 0.40824, 1.45789], [4.51329, 1.67130, 1.59518], [4.49696, 0.56326, 0.21506], [4.05125, 3.75454, 0.93812]], "forces_ev_per_a": [[-0.5966, 0.9152, 0.0510], [0.0404, 0.0626, -0.2472], [0.0292, -0.1030, 0.1488], [-0.1046, 0.1510, -0.1202], [-0.1335, -0.0493, 0.0408], [0.0213, -0.0266, -0.0207], [0.1334, -0.1931, 0.0076], [-0.1602, -0.0990, -0.1235], [-0.1190, 0.0427, -0.1391], [-0.1116, -0.2386, 0.1281], [0.8082, 0.5997, 0.7098], [-0.5647, -0.2064, -1.1115], [-0.2687, -0.1869, -0.1630], [-0.0986, -0.3284, 0.2673], [0.1242, 0.5412, -0.0930], [0.0259, 0.2553, -0.1688], [-0.3537, -0.6780, -0.2417], [0.2173, 0.6332, 0.1587], [-0.0139, -0.1414, 0.0394], [-0.0427, -0.0772, 0.0640], [0.0249, 0.0168, 0.0903], [0.1398, 0.0529, -0.0235], [-0.0407, -0.0112, -0.1269], [0.1243, -0.0499, 0.0068], [0.1022, 0.1077, 0.0866], [-0.0450, 0.0789, 0.0554], [0.0009, -0.0763, -0.0181], [-0.0350, 0.1101, 0.2172], [0.1078, 0.1747, 0.0013], [-0.1167, 0.0283, -0.0168], [0.0652, 0.1214, -0.1884], [0.0259, 0.0254, 0.0206], [0.0501, -0.1061, 0.1857], [-0.0568, -0.1179, -0.0171], [-0.0771, 0.0894, -0.1406], [-0.3694, -0.1001, -0.3097], [0.2055, 0.1086, 0.2105], [-0.0699, 0.0362, 0.0667], [-0.2921, 0.1326, 0.2410], [-0.4534, -0.1147, -0.1953], [0.2827, 0.0240, 0.0516], [-0.4077, 0.1743, -0.0659], [0.3359, -0.0900, -0.0788], [0.7974, -0.4922, -0.7272], [-0.0302, 0.0241, 0.1962], [-0.0814, 0.6829, 1.7184], [0.3921, -0.0445, 0.1535], [0.2559, 0.0440, 0.0654], [-0.1713, -0.1591, -0.1674], [0.4679, -0.4662, -0.0841], [-0.3448, -0.3905, 0.8203], [0.1809, 0.1826, 0.0291], [-0.0950, -0.2611, 0.0836], [-0.4618, -0.1234, 0.2522], [0.2393, 0.1289, -0.1521], [0.1493, 0.0410, -0.1791], [-0.0642, -0.0402, -0.0642], [0.0437, 0.0957, 0.1140], [-0.7620, 2.2822, -1.0922], [0.0919, -0.4736, 0.2928], [1.7386, -2.1219, -0.2125], [-0.0528, 0.0382, -0.1013], [-0.0190, 0.1968, -0.1224], [-0.0322, -0.1099, -0.0287], [-0.0399, -0.0107, -0.0697], [0.0306, -0.0344, 0.0197], [0.0348, 0.1028, -0.0728], [-0.0414, 0.1006, -0.0994], [-0.0260, 0.1793, -0.0786], [0.0227, 0.0578, 0.0198], [0.0300, 0.0887, 0.1695], [0.0377, -0.0122, -0.0541], [-0.0110, -0.0320, -0.0172], [-0.0176, -0.0857, 0.0310], [0.0158, -0.0602, 0.0061], [0.0737, 0.0285, -0.0454], [-0.0502, -0.1374, 0.0612], [0.0401, 0.0240, 0.0521], [-0.0304, -0.1822, 0.0760], [-0.0636, 0.0425, -0.0755], [-0.0110, 0.1633, -0.0137], [-0.0562, -0.0529, -0.0910], [0.0527, -0.1079, 0.1184], [-0.0922, 0.0659, -0.0984], [0.8359, -0.2786, 0.1089], [0.1799, 0.2366, -0.0175], [-1.5310, -0.9619, 0.0253], [-0.0595, 0.0795, -0.0319], [0.0627, 0.1096, -0.0410], [-0.0116, 0.0989, 0.0562], [-0.0443, 0.0904, -0.1295], [0.0112, 0.0515, -0.0123], [-0.1291, -0.0578, -0.0452], [-0.0984, 0.0065, -0.0780], [0.0890, -0.0330, 0.0439], [0.0480, 0.0178, 0.0836], [0.0373, -0.0580, 0.0403], [0.1355, 0.0390, 0.1256]], "mulliken_spin": [2.38, 0.00, 0.00, 0.01, 0.00, 0.00, 0.00, -0.01, 0.01, -0.01, 0.02, 0.06, 0.06, -0.04, 0.06, 0.00, 0.05, -0.07, 0.00, 0.00, 0.00, 0.00, 0.00, 0.00, 0.00, 0.00, 0.00, 0.02, 0.00, 0.00, -0.01, 0.00, 0.00, 0.00, 0.01, 0.00, 0.00, 0.00, 0.01, 0.02, 0.00, 0.03, -0.01, 0.03, 0.01, 0.00, 0.00, 0.00, 0.00, 0.08, -0.01, 0.01, 0.00, 0.00, 0.00, 0.00, 0.00, 0.00, 0.03, 0.01, 0.03, 0.00, 0.01, 0.00, 0.00, 0.00, 0.00, 0.00, 0.00, 0.00, 0.00, 0.00, 0.00, 0.00, 0.00, 0.00, 0.00, 0.00, 0.00, -0.01, -0.01, 0.00, 0.00, 0.00, 0.02, 0.01, 0.19, 0.00, 0.00, 0.00, 0.00, 0.00, 0.00, 0.00, 0.00, 0.00, 0.00, 0.00], "charge": 1, "homo_lumo_gap_ha": [0.2972, 0.2526], "homo_ev": [-10.6, -10.7], "multiplicity": 4, "fmax_ev_per_a": 2.75}


{"formula": "C36H45N9", "method": "ωB97M-V with the def2-TZVPD basis set", "species": ["C", "C", "C", "N", "C", "H", "H", "H", "H", "H", "C", "C", "C", "N", "C", "H", "H", "H", "H", "H", "C", "C", "C", "N", "C", "H", "H", "H", "H", "H", "C", "C", "C", "N", "C", "H", "H", "H", "H", "H", "C", "C", "C", "N", "C", "H", "H", "H", "H", "H", "C", "C", "C", "N", "C", "H", "H", "H", "H", "H", "C", "C", "C", "N", "C", "H", "H", "H", "H", "H", "C", "C", "C", "N", "C", "H", "H", "H", "H", "H", "C", "C", "C", "N", "C", "H", "H", "H", "H", "H"], "xyz": [[4.29437, -0.00359, 0.06940], [5.82175, 0.44266, -0.34718], [6.01177, 1.72913, 0.10336], [4.75540, 2.15418, 0.71809], [3.76915, 1.06931, 0.83210], [3.74449, -0.90957, -0.04772], [6.54279, -0.00895, -0.96369], [6.96239, 2.36301, 0.05273], [4.47226, 3.02221, 0.96741], [2.80817, 0.99897, 1.38849], [-5.86881, -0.54291, -0.37517], [-5.74201, -2.07170, -0.22122], [-6.18226, -2.35075, 1.01540], [-6.50621, -1.18402, 1.61070], [-6.36882, -0.07132, 0.77691], [-5.53365, 0.05659, -1.09942], [-5.31576, -2.79685, -0.85107], [-6.37132, -3.25869, 1.56968], [-6.91651, -0.85852, 2.36401], [-6.49604, 0.94316, 1.09307], [-0.69438, 0.12641, -1.16903], [0.58690, -0.29363, -0.40025], [0.03441, -0.78774, 0.75464], [-1.30303, -0.60170, 0.81683], [-1.77176, -0.05821, -0.43829], [-0.62397, 0.58615, -2.15233], [1.55555, -0.02232, -0.90061], [0.51890, -1.33726, 1.73765], [-2.03714, -0.81484, 1.55602], [-2.83215, 0.03738, -0.71094], [-0.86367, 0.47178, -6.08871], [-1.07594, 1.42028, -7.20726], [-1.93074, 2.47130, -6.71260], [-2.23316, 2.16106, -5.38134], [-1.59964, 0.97733, -5.05071], [-0.25488, -0.27379, -6.09007], [-0.69457, 1.55852, -8.14094], [-2.30725, 3.36102, -7.00397], [-2.62156, 2.89748, -4.91109], [-1.45835, 0.52052, -3.94960], [0.57136, 3.14747, -3.31136], [0.31364, 3.55206, -1.92671], [0.06846, 4.85396, -2.02110], [0.08045, 5.20556, -3.39520], [0.34225, 4.15879, -4.25010], [0.75203, 2.25009, -3.68885], [0.55271, 2.81943, -1.03793], [-0.14170, 5.59988, -1.18497], [0.03871, 6.35007, -3.60360], [0.34693, 4.16682, -5.39651], [-0.61361, 3.82509, 2.81936], [-0.28174, 2.37605, 2.43334], [0.62405, 1.81448, 3.34949], [0.87218, 2.84800, 4.18522], [0.21544, 4.02116, 3.91755], [-1.11102, 4.37774, 2.21280], [-0.64068, 1.87472, 1.64770], [0.95395, 0.83859, 3.45794], [1.07870, 2.48487, 5.14463], [0.41129, 4.81699, 4.29031], [2.73959, -2.39175, -3.02347], [4.12534, -2.36147, -2.67605], [4.56083, -3.66146, -2.61616], [3.56812, -4.49481, -3.13816], [2.51589, -3.65335, -3.42346], [2.10203, -1.62143, -3.09513], [4.77708, -1.43855, -2.44784], [5.46560, -4.34587, -2.64736], [3.52277, -5.58756, -3.45025], [1.62948, -4.18882, -3.76964], [1.85435, -2.40325, 5.43633], [2.17753, -2.37994, 3.93529], [2.22788, -3.71045, 3.48752], [1.87045, -4.44156, 4.58875], [1.65700, -3.71248, 5.77251], [1.74326, -1.56369, 6.25136], [2.19721, -1.45556, 3.28350], [2.76408, -4.19351, 2.70497], [1.96106, -5.58828, 4.56723], [1.53985, -4.36844, 6.61934], [-1.71868, -2.24642, 3.67296], [-1.90543, -0.77203, 4.04965], [-3.02477, -0.32981, 3.34561], [-3.51316, -1.45444, 2.67843], [-2.73481, -2.62419, 2.83044], [-0.88181, -2.80134, 4.10676], [-0.98700, -0.26212, 4.48194], [-3.60883, 0.56166, 3.27337], [-4.30138, -1.65513, 2.06572], [-3.03169, -3.35782, 2.28060]], "forces_ev_per_a": [[2.9070, 3.6364, 1.1293], [-4.1488, 0.8666, 1.6726], [-2.4103, -0.1848, 0.5065], [0.5287, -4.9495, -0.1232], [3.5772, -0.9643, -2.9120], [0.2957, -0.6637, -0.2838], [0.5244, -1.0803, -0.4311], [-1.9781, -0.8059, 0.0720], [-0.3012, 3.1537, 0.9569], [0.9501, 1.0056, -0.5788], [-0.1843, -4.5857, 1.7690], [0.0089, 3.3480, -0.5212], [-0.7034, -0.1652, 1.0364], [0.9655, 2.3029, -3.3243], [0.9329, -2.1231, -0.2284], [1.1279, 1.7584, -3.0709], [0.2916, -0.4253, -1.0192], [0.2747, -0.1226, -0.2905], [-2.5500, -0.1262, 5.3491], [-0.2761, 0.0980, 0.3213], [4.3239, 0.4080, -0.8445], [-2.9597, 1.2788, -2.3265], [2.2750, -1.2745, 3.3839], [-3.3043, 0.2825, -1.3569], [-0.6135, -1.2101, 2.5875], [-0.1551, -0.1781, 0.2857], [-0.8729, -0.9816, 1.3566], [-1.1237, 1.6538, -2.8126], [2.2012, 0.0837, -1.2554], [0.6549, 0.0320, 0.5829], [-4.4435, 6.8641, -2.0050], [-2.6428, 1.9054, 4.0901], [2.5844, -5.4939, 1.9793], [1.8989, -2.3988, -3.2646], [0.8669, -0.9635, 3.4472], [3.4370, -4.6648, 0.1167], [1.2603, -0.5068, -2.4049], [-0.8877, 2.5065, -1.7119], [-1.0946, 1.2313, 2.4151], [-1.0302, 1.5021, -2.7317], [-1.3958, 2.6277, 0.1601], [2.1022, -3.7061, -0.5023], [-0.6553, 2.6897, -0.1188], [-0.9620, 6.2441, 0.5393], [0.5084, -0.3605, 1.8057], [0.8723, -4.1464, -0.9124], [-0.9204, 1.9540, -1.7886], [0.3588, -0.9511, -1.6860], [0.0594, -4.5448, 0.3015], [0.0465, 0.1750, 2.2404], [5.6741, -7.6831, 3.3577], [1.0985, 2.5547, 3.4017], [-3.5465, 3.8565, -2.7649], [1.7256, -0.9858, 3.6909], [-3.6595, -9.4460, -6.0646], [-3.1372, 3.9561, -3.3390], [-1.4900, -1.6878, -3.0008], [0.7323, -1.4321, 0.3425], [0.2351, 1.5028, -0.9927], [2.4185, 9.3575, 5.2883], [3.0631, -1.7836, -0.4947], [1.5662, 1.3286, 1.4180], [1.6726, -3.3212, -1.7050], [-1.3995, -1.1198, -1.0007], [-1.8837, -3.0162, -0.0754], [-2.0711, 2.6057, -0.2143], [-1.3597, -1.7638, -0.2260], [-0.2589, 2.2323, 0.8426], [0.6915, 4.0801, 1.4211], [-0.0360, 0.7622, 0.0335], [-0.2515, 1.4087, -0.4798], [-0.6031, 0.6347, 1.1410], [-0.2664, 2.0688, 2.8485], [0.5241, -5.0204, 0.3690], [0.8734, -1.2058, -2.5561], [0.2949, -1.5276, -2.2779], [0.4442, -1.3167, 1.0578], [-0.3868, 0.0009, -0.8621], [-0.3615, 4.2935, 0.2679], [-0.2864, 0.7421, 0.4665], [0.0439, 1.9093, 1.0137], [1.3159, -2.0834, -1.3889], [0.3477, -2.3495, 0.4831], [0.0262, -1.6546, -0.5644], [1.6113, 7.2981, 4.1957], [-0.4024, 0.0037, -0.4942], [-2.0082, -0.2846, -0.2901], [0.2308, 0.5140, 0.0928], [-0.1377, 1.4170, 0.3423], [-1.2640, -4.8755, -2.8823]], "mulliken_charge": [-0.22, -0.87, -0.30, -0.09, -0.51, 0.74, 0.44, 0.32, 0.16, 0.33, -0.71, -0.25, -0.72, 0.05, -0.43, 0.72, 0.45, 0.43, 0.05, 0.38, 0.29, 0.33, -0.64, 0.30, -1.07, -0.09, 0.38, 0.00, 0.44, 0.18, -0.68, -0.63, -0.51, -0.03, -0.37, 0.79, 0.46, 0.52, 0.24, 0.23, -0.58, -0.18, -0.46, -0.09, -0.82, 1.04, 0.12, 0.31, 0.30, 0.37, -1.32, -0.07, -1.36, -0.10, -0.78, 0.66, 0.88, 1.13, 0.27, 0.69, -0.43, -0.49, -0.42, -0.09, -0.73, 0.91, 0.28, 0.32, 0.30, 0.36, -0.50, -0.06, -0.67, -0.12, -0.37, 0.24, 0.39, 0.43, 0.30, 0.43, -0.15, -0.52, -0.42, -0.23, -0.83, 0.25, 0.39, 0.51, 0.28, 0.54], "homo_lumo_gap_ha": 0.3139, "homo_ev": -7.8, "smiles": "c1cc[nH]c1.c1cc[nH]c1.c1cc[nH]c1.c1cc[nH]c1.c1cc[nH]c1.c1cc[nH]c1.c1cc[nH]c1.c1cc[nH]c1.c1cc[nH]c1", "multiplicity": 1, "fmax_ev_per_a": 11.81}